DFT (ωB97M-V/def2-TZVPD) results for a cluster of 5 separate species, H10O5 in total.

Each line ends with the natural charge from an NBO analysis.
Cartesian coordinates (Å):
O -2.282 1.842 1.228  -0.9443
H -1.401 1.503 1.159  0.4775
H -2.364 2.542 0.533  0.4613
O 2.301 -2.204 -1.221  -0.9694
H 2.229 -1.348 -1.681  0.4872
H 3.228 -2.540 -1.107  0.4976
O 0.537 1.990 0.843  -0.9606
H 0.635 2.666 0.220  0.4812
H 1.096 2.239 1.608  0.4912
O -2.300 -1.278 -0.805  -0.9428
H -1.494 -1.003 -0.382  0.4804
H -1.928 -2.042 -1.131  0.4477
O 0.254 -0.993 0.308  -0.9816
H 0.395 -0.064 0.493  0.4832
H 1.094 -1.308 -0.064  0.4913

Computed properties:
- frontier orbital gap (eV) = 10.4
- DFT total energy (eV) = -10399.483
- ΔE to the lowest compared entry with this formula, charge and spin (kcal/mol) = 31.5
- strongest force on any atom (eV/Å) = 3.6
- lowest unoccupied orbital energy (Ha) = 0.0018
- SMILES = O.O.O.O.O
- total charge = 0
- highest occupied orbital energy (eV) = -10.34